# 1
# C24H24BNO5Tl

C24H24BNO5Tl as an isolated structure (the ωB97M-V functional and the def2-TZVPD basis, the Open Molecules 2025 dataset).

Net charge: -1
Molecular weight (g/mol): 621.653
Electronic energy (eV): -42379.0070
HOMO level (eV): -3.665

Each line ends with the natural charge from an NBO analysis.
Atoms and positions in Å:
1 Tl -0.7232 3.8276 -0.8485  0.54
2 C -5.3822 3.7077 -2.9937  -0.71
3 C -3.9264 3.6183 -2.5848  0.61
4 C -3.1648 2.4536 -3.1180  -0.76
5 O -3.4345 4.4247 -1.8163  -0.55
6 H -5.5417 3.2851 -3.9832  0.21
7 H -5.7336 4.7383 -2.9651  0.23
8 H -5.9585 3.1297 -2.2703  0.24
9 H -3.7716 1.7817 -3.7168  0.21
10 H -2.7532 1.9251 -2.2440  0.29
11 H -2.3055 2.7932 -3.6915  0.24
12 O -3.0708 0.8097 -0.3687  -0.71
13 B -1.6808 1.1679 -0.2636  0.45
14 O -1.0599 0.0692 0.3939  -0.71
15 C -1.9965 -0.8468 0.6803  0.30
16 C -1.8944 -2.0734 1.3074  -0.28
17 C -3.0614 -2.8123 1.4675  -0.24
18 C -4.2864 -2.3481 1.0128  -0.24
19 C -4.3945 -1.1232 0.3672  -0.26
20 C -3.2404 -0.3836 0.2142  0.22
21 H -0.9452 -2.4577 1.6509  0.22
22 H -3.0091 -3.7737 1.9638  0.20
23 H -5.1742 -2.9472 1.1696  0.20
24 H -5.3446 -0.7593 0.0038  0.21
25 C 4.7672 -3.5437 -1.0793  -0.63
26 C 3.6294 -2.5717 -1.2150  -0.03
27 C 2.6945 -2.7322 -2.2283  -0.23
28 C 1.6488 -1.8350 -2.3767  -0.21
29 C 1.5319 -0.7752 -1.5045  -0.22
30 C 2.4528 -0.6046 -0.4685  0.15
31 N 2.3123 0.5303 0.3206  -0.65
32 C 1.9444 0.6058 1.6333  0.31
33 C 2.0217 -0.4879 2.5028  -0.33
34 C 1.7531 -0.3365 3.8454  -0.17
35 C 1.3591 0.8912 4.3535  -0.30
36 C 1.1707 1.9499 3.4858  -0.13
37 C 1.4633 1.8350 2.1359  -0.23
38 C 1.0771 2.9476 1.2106  0.77
39 O 0.2547 3.8034 1.6092  -0.74
40 O 1.5550 2.9542 0.0336  -0.79
41 C 3.5195 -1.5027 -0.3238  0.02
42 C 4.5539 -1.2900 0.7452  -0.66
43 H 4.6628 -4.3579 -1.7924  0.21
44 H 4.8001 -3.9587 -0.0725  0.21
45 H 5.7251 -3.0565 -1.2654  0.21
46 H 2.7928 -3.5640 -2.9140  0.19
47 H 0.9261 -1.9751 -3.1702  0.20
48 H 0.7245 -0.0612 -1.5866  0.23
49 H 1.9846 1.3824 -0.1677  0.45
50 H 2.2705 -1.4607 2.1053  0.21
51 H 1.8483 -1.1864 4.5092  0.19
52 H 1.1626 1.0057 5.4103  0.20
53 H 0.7883 2.8986 3.8350  0.23
54 H 4.4390 -2.0121 1.5560  0.21
55 H 4.4585 -0.2908 1.1618  0.24
56 H 5.5608 -1.4076 0.3446  0.20

***

# 2
# C24H24BiI2N3O3S

C24H24BiI2N3O3S as an isolated structure (the ωB97M-V functional and the def2-TZVPD basis, the Open Molecules 2025 dataset).

Net charge: +2
Molecular weight (g/mol): 897.329
Electronic energy (eV): -68751.0903
HOMO level (eV): -12.700

Each line ends with the natural charge from an NBO analysis.
Atoms and positions in Å:
1 Bi 0.9396 2.2460 1.9209  1.67
2 O -1.7458 0.1160 0.8582  -0.54
3 C -1.5682 0.1715 2.0455  0.66
4 N -0.4396 0.7664 2.6320  -0.85
5 C -0.3585 0.4569 3.9907  0.68
6 O 0.6331 0.7147 4.6331  -0.59
7 C -1.5901 -0.2584 4.3400  -0.18
8 C -2.0517 -0.7277 5.5532  -0.13
9 C -3.2966 -1.3511 5.5707  -0.17
10 C -4.0381 -1.5073 4.4081  -0.16
11 C -3.5631 -1.0538 3.1784  -0.17
12 C -2.3360 -0.4214 3.1615  -0.08
13 H -1.4664 -0.6103 6.4499  0.24
14 H -3.6828 -1.7138 6.5100  0.24
15 H -5.0033 -1.9877 4.4520  0.24
16 H -4.1333 -1.1876 2.2721  0.25
17 I -0.5238 5.1398 3.2278  -0.03
18 I -2.5241 6.8464 2.7635  0.15
19 C 3.7058 -1.6358 2.2145  -0.25
20 C 3.0053 -0.2945 2.5129  -0.27
21 N 2.4035 0.2177 1.2836  -0.45
22 C 3.4575 0.6124 0.3523  -0.26
23 C 4.4511 -0.5558 0.1834  -0.25
24 N 3.8090 -1.7703 0.7401  -0.33
25 C 2.4608 -1.9410 0.1410  -0.25
26 C 1.5642 -0.8085 0.6731  -0.27
27 H 3.1423 -2.4827 2.6108  0.25
28 H 4.7070 -1.6560 2.6498  0.25
29 H 3.7147 0.4458 2.8870  0.23
30 H 2.2347 -0.4152 3.2769  0.27
31 H 3.9758 1.4913 0.7397  0.24
32 H 2.9957 0.8852 -0.5979  0.25
33 H 5.3787 -0.3694 0.7291  0.24
34 H 4.6978 -0.7170 -0.8672  0.26
35 H 4.3821 -2.5891 0.5174  0.46
36 H 2.0611 -2.9193 0.4113  0.25
37 H 2.5554 -1.8975 -0.9453  0.25
38 H 0.8669 -1.1738 1.4273  0.24
39 H 0.9701 -0.3572 -0.1260  0.27
40 C -2.0468 -1.4667 -7.9627  -0.73
41 C -1.8118 -0.9184 -6.6011  0.47
42 O -1.2724 -1.4370 -5.6690  -0.54
43 S -2.4330 0.7813 -6.5045  0.23
44 C -1.9700 1.2308 -4.8650  -0.14
45 C -1.3261 2.4499 -4.6638  -0.20
46 C -0.8683 2.7830 -3.4098  -0.15
47 C -1.0396 1.8817 -2.3506  -0.26
48 C -1.7844 0.7080 -2.5399  -0.10
49 C -2.2586 0.3901 -3.7923  -0.21
50 C -0.4503 2.0928 -1.0957  0.31
51 C 0.1311 2.1687 -0.0323  -0.73
52 H -2.1077 -2.5520 -7.9356  0.25
53 H -1.2107 -1.1840 -8.6035  0.26
54 H -2.9552 -1.0451 -8.3823  0.25
55 H -1.1820 3.1112 -5.5030  0.24
56 H -0.3754 3.7260 -3.2379  0.23
57 H -1.9793 0.0714 -1.6902  0.23
58 H -2.8500 -0.4996 -3.9421  0.24